{
  "formula": "C27H27CuOP",
  "method": "wB97M-V/def2-TZVPD",
  "lumo_ev": [0.169, 0.163],
  "homo_lumo_gap_ev": [6.8228, 6.8144],
  "multiplicity": 2,
  "elements": ["C", "C", "C", "H", "H", "H", "O", "H", "C", "H", "C", "H", "H", "H", "H", "C", "Cu", "C", "H", "C", "H", "C", "H", "C", "C", "H", "H", "H", "C", "H", "C", "C", "H", "C", "H", "H", "C", "H", "H", "H", "C", "C", "C", "C", "C", "C", "C", "C", "H", "H", "H", "C", "C", "P", "H", "C", "H"],
  "positions_angstrom": [[1.411169, -4.059312, 0.886082], [-0.137485, 1.995909, 0.368589], [-0.511857, 3.689020, 2.069145], [4.724637, -3.694704, 0.476222], [-3.047315, -0.722038, -4.905067], [-5.192192, 3.630634, -1.922878], [-1.380523, -2.444009, 0.734591], [2.693152, -3.843144, -0.748591], [3.849038, -3.371808, 1.053927], [-3.703615, 2.116264, -0.625270], [-2.153448, -2.320552, -2.028562], [-3.313649, -2.922947, -3.730332], [2.828352, -0.146388, 1.995520], [4.351563, -1.270403, 0.554733], [0.604904, -4.401083, 0.229320], [-4.110835, 3.626635, -2.119836], [0.316739, -0.435117, 0.925393], [-2.522414, -0.899676, -3.955265], [-1.697810, 5.543557, -3.606420], [-1.380927, -1.334152, -1.428006], [1.220408, -5.258820, 2.665073], [1.730672, 3.179949, 1.392106], [1.557988, -3.432206, 4.299359], [-3.287597, 2.735709, -1.424972], [1.271312, 2.249338, 0.446178], [1.962494, 1.856594, -0.313588], [-2.222514, -3.280739, -1.525400], [3.888171, -3.951129, 1.983566], [2.822841, -1.229870, 2.052035], [-1.649305, 1.069388, -3.831484], [-1.323865, 3.865169, -2.326125], [-3.548396, 4.560938, -3.006749], [2.796039, 3.400675, 1.471063], [-1.028952, 2.782900, 1.147558], [2.943420, -3.699315, 3.265754], [-0.028605, -3.997366, 2.475763], [1.837952, -1.839140, 2.868902], [-4.183901, 5.280448, -3.512785], [-0.265838, 4.105238, -2.149172], [-2.101240, 2.769448, 0.935976], [-1.904455, 2.709665, -1.734427], [4.029427, -1.861640, 1.452754], [-2.153196, 4.709195, -3.062098], [-1.285525, -0.040167, -2.036511], [1.052722, -4.205850, 2.341693], [0.868165, 3.890600, 2.241288], [-0.968366, -1.570704, -0.017368], [-2.725330, -2.120172, -3.278851], [1.257312, 4.597536, 3.002058], [4.888153, -1.833394, 2.179670], [1.388376, -1.282752, 3.758654], [2.578969, -3.722287, 0.340928], [-1.768943, 0.109986, -3.355640], [-0.859602, 1.400408, -1.151753], [-1.183047, 4.305806, 2.657885], [1.915672, -3.312202, 3.272566], [0.851098, -1.677927, 2.252799]],
  "forces_ev_per_angstrom": [[-0.323, -0.702, -0.183], [0.293, 0.885, 0.129], [0.222, 0.321, 0.327], [-0.245, 0.180, -0.044], [0.566, -0.069, 0.359], [0.535, 0.034, -0.162], [-0.540, -0.363, -1.171], [-0.327, 0.338, 0.448], [0.445, 0.305, 0.749], [0.153, -0.265, -0.656], [0.612, -0.129, -0.833], [0.131, 0.362, 0.059], [-0.162, 0.165, 0.035], [-0.257, -0.443, 0.755], [0.307, 0.298, -0.017], [-0.036, 0.360, 0.072], [0.211, 0.439, -0.529], [-0.246, -0.453, 0.484], [-0.320, -0.260, 0.187], [-1.297, 0.220, -0.150], [-0.218, 0.439, -0.340], [0.256, -0.011, 0.407], [-0.020, 0.077, -0.106], [0.265, 0.278, -1.096], [-0.742, 0.355, 0.558], [-0.471, -0.063, 0.500], [-0.206, 0.154, 0.044], [0.334, 0.059, -0.561], [1.899, 1.357, -0.683], [-0.072, 0.123, -0.187], [-0.784, -0.712, -0.249], [0.249, -0.224, 0.588], [-0.188, -0.186, -0.181], [0.937, -0.009, 0.266], [-0.552, 0.445, 0.335], [0.602, 0.019, -0.062], [-3.786, -0.041, 1.334], [0.043, -0.217, -0.110], [-0.361, -0.512, -0.641], [0.453, -0.227, 0.324], [-0.550, 1.550, 1.059], [0.500, -0.611, -0.481], [-0.004, 0.426, 0.435], [-0.752, -2.710, 0.665], [0.446, 0.017, 0.560], [-0.256, -0.598, -0.430], [1.153, 1.106, 1.253], [-0.019, 0.206, -0.388], [-0.327, -0.536, -0.734], [-0.485, 0.106, -0.526], [1.500, -0.007, -0.677], [0.071, -0.386, -0.727], [-0.283, -0.132, 0.536], [1.612, 0.931, -0.854], [-0.108, -0.126, -0.065], [-0.442, -0.605, -0.177], [0.588, -0.961, 0.553]],
  "mulliken_charge": [-0.54, 0.47, -0.61, 0.46, 0.36, 0.34, -0.67, 0.34, -0.83, 0.43, -0.43, 0.36, 0.78, 0.34, 0.33, -0.61, -0.74, -0.42, 0.36, 0.19, 0.40, -0.55, 0.41, 0.13, 0.09, 0.48, 0.42, 0.27, -1.07, 0.49, -0.42, -0.38, 0.40, -0.69, 0.29, 0.29, 0.69, 0.38, 0.37, 0.27, -0.38, -0.63, -0.55, 0.95, -0.58, -0.57, 0.00, -0.61, 0.37, 0.27, 0.37, -0.07, -1.15, 1.16, 0.38, -1.09, -0.06]
}



{
  "formula": "C3H3N3O2",
  "method": "wB97M-V/def2-TZVPD",
  "lumo_ev": 0.011,
  "homo_lumo_gap_ev": 10.0521,
  "smiles": "[H]/N=C/n1oncc1=O",
  "relative_energy_kcal_mol": 110.4,
  "multiplicity": 1,
  "elements": ["N", "N", "N", "H", "O", "C", "C", "C", "O", "H", "H"],
  "positions_angstrom": [[1.357153, -1.607807, -0.000958], [-2.390495, -0.353153, -0.078810], [-0.141511, -0.029088, 0.292791], [-3.328636, 0.084046, -0.163938], [1.376180, 1.735928, 0.165608], [-1.432051, 0.432197, 0.021973], [1.050147, 0.584816, 0.043090], [1.979942, -0.505858, -0.190744], [0.101589, -1.386827, 0.329080], [3.001259, -0.444952, -0.290819], [-1.573578, 1.490694, -0.127272]],
  "forces_ev_per_angstrom": [[1.702, -0.646, -0.074], [-1.458, -1.128, 0.417], [-0.095, 0.610, -0.186], [1.193, -0.092, -0.236], [-0.773, 1.152, -0.335], [-0.642, 0.235, -0.156], [1.770, 0.881, 0.475], [-2.648, -0.879, 0.632], [-1.939, -0.759, -0.266], [1.960, 0.094, -0.574], [0.931, 0.532, 0.303]],
  "mulliken_charge": [-0.28, -0.52, 0.19, 0.27, -0.57, -0.05, 0.42, -0.21, -0.09, 0.46, 0.38]
}



{
  "formula": "CHN3O",
  "method": "wB97M-V/def2-TZVPD",
  "lumo_ev": -0.047,
  "homo_lumo_gap_ev": 11.8222,
  "smiles": "c1nnon1",
  "relative_energy_kcal_mol": 105.8,
  "multiplicity": 1,
  "elements": ["N", "O", "H", "N", "C", "N"],
  "positions_angstrom": [[0.548301, -0.157739, 0.929934], [1.436955, 0.280975, -0.021414], [-1.405939, -0.773831, 0.944282], [0.555221, 0.637630, -1.197584], [-0.514410, -0.335448, 0.319185], [-0.620129, 0.348413, -0.974404]],
  "forces_ev_per_angstrom": [[3.409, -0.918, -0.699], [-2.305, 1.142, -0.609], [1.626, 1.074, -1.865], [0.905, 0.440, -0.074], [-6.001, 0.186, 1.350], [2.365, -1.925, 1.897]],
  "mulliken_charge": [-0.14, -0.08, 0.32, 0.01, 0.03, -0.14]
}



{
  "formula": "C3H4N4O",
  "method": "wB97M-V/def2-TZVPD",
  "lumo_ev": 0.286,
  "homo_lumo_gap_ev": 9.0822,
  "smiles": "N/N=C\\c1nnco1",
  "relative_energy_kcal_mol": 89.2,
  "multiplicity": 1,
  "elements": ["O", "C", "H", "N", "H", "N", "N", "H", "H", "C", "C", "N"],
  "positions_angstrom": [[0.055821, -1.284896, 1.268967], [-0.169939, -0.349503, 0.294955], [-2.176669, -0.388365, 0.526387], [-1.516069, 1.000189, -0.949501], [1.724314, -1.931433, 2.136486], [0.887274, -0.124338, -0.465139], [1.897713, -0.786314, 0.214276], [-0.714347, 2.512424, -1.689567], [0.527696, 1.302846, -0.959500], [1.354332, -1.430754, 1.237528], [-1.395966, -0.003887, -0.093990], [-0.474160, 1.484030, -1.520902]],
  "forces_ev_per_angstrom": [[-1.938, 1.654, 0.091], [2.644, -2.691, -1.265], [-1.085, 0.194, -0.426], [-2.362, -1.749, 1.750], [0.624, -0.009, -0.966], [1.182, -1.418, 3.125], [1.072, -1.315, 1.860], [0.642, -1.893, -0.401], [-2.345, 0.236, -1.912], [1.978, 0.899, -1.499], [-2.788, 2.305, -0.782], [2.375, 3.787, 0.425]],
  "mulliken_charge": [-0.31, 0.63, 0.38, -0.36, 0.36, -0.18, -0.64, 0.28, 0.36, 0.09, -0.28, -0.34]
}



{
  "formula": "H12KO6",
  "method": "wB97M-V/def2-TZVPD",
  "lumo_ev": [-6.918, -15.231],
  "homo_lumo_gap_ev": [11.5552, 2.9487],
  "charge": 2,
  "relative_energy_kcal_mol": 1.3,
  "multiplicity": 2,
  "elements": ["H", "H", "O", "H", "H", "O", "H", "H", "H", "H", "O", "O", "H", "K", "O", "H", "H", "H", "O"],
  "positions_angstrom": [[-5.791120, 6.878350, 13.958720], [-9.580730, 8.364720, 11.538320], [-4.980150, 6.525840, 14.325200], [-10.028870, 4.001760, 14.368230], [-4.385790, 6.464150, 13.577420], [-11.004870, 8.502350, 15.548610], [-9.118670, 4.901820, 15.176510], [-7.851330, 5.680780, 17.333940], [-11.202770, 9.353490, 15.939270], [-6.276040, 9.055180, 12.223450], [-9.695250, 7.721570, 12.237950], [-9.477970, 4.781330, 14.297520], [-8.805710, 4.553050, 17.003360], [-8.500560, 7.513940, 14.837250], [-6.789960, 8.408500, 12.707120], [-10.431180, 7.181700, 11.949540], [-11.785350, 8.284930, 15.038900], [-6.736860, 7.613890, 12.176080], [-8.478480, 5.389380, 16.672130]],
  "forces_ev_per_angstrom": [[-0.680, 0.556, -0.479], [0.054, 0.424, -0.274], [-0.070, -0.226, 1.031], [-0.558, -0.743, -0.327], [0.986, -0.217, -0.711], [0.591, -0.299, -0.166], [0.619, 0.190, 0.977], [0.321, 0.079, 0.368], [-0.092, 0.330, 0.254], [0.301, 0.566, -0.148], [0.354, -0.202, 0.562], [-0.048, 0.492, -1.003], [-0.147, -0.383, 0.568], [-0.621, 0.557, -0.085], [-0.005, -0.685, 0.834], [-0.353, -0.317, -0.176], [-0.337, -0.078, -0.131], [-0.243, -0.203, -0.723], [-0.070, 0.158, -0.373]],
  "mulliken_charge": [0.35, 0.30, -0.28, 0.35, 0.40, -0.54, 0.47, 0.31, 0.30, 0.29, -0.47, -0.37, 0.28, 0.80, -0.54, 0.31, 0.31, 0.36, -0.63]
}



{
  "formula": "C6H8O2",
  "method": "wB97M-V/def2-TZVPD",
  "lumo_ev": 0.669,
  "homo_lumo_gap_ev": 9.3968,
  "relative_energy_kcal_mol": 121.3,
  "multiplicity": 1,
  "elements": ["C", "H", "C", "C", "H", "C", "C", "H", "O", "H", "O", "H", "H", "H", "H", "C"],
  "positions_angstrom": [[0.636169, -1.081679, 0.041061], [-1.561602, -0.874920, -2.141201], [0.300856, 0.032099, -0.817345], [-0.366048, -0.382824, 1.072254], [-0.843795, 1.610674, 0.525049], [-1.146413, -0.357523, -1.072918], [0.108768, 0.864864, 0.371982], [1.288654, 1.858019, 1.682397], [1.425461, 1.303494, 0.874480], [0.439382, -2.106173, -0.242857], [1.059213, 0.695372, -1.858914], [1.717571, 1.503125, -1.505234], [-2.776431, -1.058692, 0.351161], [-0.277662, -0.532347, 2.111515], [1.638263, -0.781469, 0.415207], [-1.642385, -0.692020, 0.193362]],
  "forces_ev_per_angstrom": [[3.336, -1.216, 3.200], [1.033, 2.198, 3.096], [-1.333, 3.395, -3.412], [-0.793, -2.198, -2.855], [2.867, -0.633, -1.151], [-2.848, -2.837, -1.227], [-1.672, 3.693, 4.001], [0.052, -0.727, -1.097], [-1.646, 0.893, 0.292], [0.371, -0.090, -0.112], [1.746, 1.317, 1.124], [-2.892, -3.610, -0.656], [3.155, 0.776, 0.075], [-0.186, -0.156, 1.076], [0.020, -1.510, -0.046], [-1.212, 0.705, -2.309]],
  "mulliken_charge": [-0.52, 0.24, 0.29, -0.67, 0.24, -0.33, 0.29, 0.36, -0.55, 0.34, -0.68, 0.39, 0.28, 0.50, 0.34, -0.51]
}